Record 1
{"formula": "C35H40BIO7", "method": "ωB97M-V with the def2-TZVPD basis set", "e_homo_ev": -8.61, "e_tot_ha": -2205.70865, "smiles": "CCOCc1cc(CCCCOC(C)=O)cc2c1C(=O)c1c(C[C@@H](C)I)cc(COc3ccccc3)c(B(O)CC)c1C2=O", "gap_ev": 7.00, "lumo_ev": -1.6, "fmax_ha_per_bohr": 0.1663, "elements": ["C", "C", "O", "C", "C", "C", "C", "C", "C", "C", "C", "O", "C", "C", "O", "C", "C", "C", "C", "O", "C", "C", "C", "C", "C", "I", "C", "C", "C", "O", "C", "C", "C", "C", "C", "C", "C", "B", "O", "C", "C", "C", "C", "O", "H", "H", "H", "H", "H", "H", "H", "H", "H", "H", "H", "H", "H", "H", "H", "H", "H", "H", "H", "H", "H", "H", "H", "H", "H", "H", "H", "H", "H", "H", "H", "H", "H", "H", "H", "H", "H", "H", "H", "H"], "xyz": [[1.29038, -6.46581, 0.74189], [0.96916, -5.83958, -0.73898], [0.24898, -4.52466, -0.68860], [-0.43268, -4.45875, -1.99067], [-0.96880, -2.97084, -2.42280], [-2.50511, -2.91213, -3.07664], [-3.21078, -1.51300, -3.61810], [-4.70419, -1.50365, -4.29891], [-5.90879, -2.05958, -3.33479], [-6.73235, -0.74509, -2.78642], [-5.91834, -0.19149, -1.46889], [-6.61987, -0.53020, -0.22037], [-7.49558, 0.57809, 0.19619], [-7.23759, 1.49078, 1.57322], [-8.59559, 0.90156, -0.51105], [-2.32407, -0.10576, -3.44887], [-0.81431, -0.14205, -2.81108], [-0.11627, -1.57423, -2.30239], [1.44637, -1.56046, -1.70497], [2.29399, -2.57806, -1.87795], [1.83732, -0.18170, -0.85275], [2.86020, -0.29820, 0.44840], [3.58008, -1.67610, 0.96860], [3.79311, -1.78378, 2.58950], [2.79518, -2.98761, 3.18151], [5.87884, -2.39444, 3.08639], [3.17694, 1.12800, 1.23527], [2.53072, 2.57911, 0.83084], [2.92650, 3.90335, 1.76285], [4.32661, 3.91404, 2.20801], [4.48313, 3.50705, 3.61013], [5.62338, 2.32812, 3.93646], [5.96786, 1.75633, 5.43351], [5.13841, 2.33745, 6.72374], [4.01098, 3.52376, 6.44269], [3.69588, 4.11566, 4.91159], [1.47820, 2.66117, -0.46320], [0.73853, 4.09505, -0.92156], [-0.67351, 4.42209, -0.51622], [1.64326, 5.12267, -1.85815], [0.93584, 5.49357, -3.30130], [1.14938, 1.26698, -1.32638], [0.17537, 1.19626, -2.64289], [0.11006, 2.08442, -3.63890], [2.37565, -6.20249, 1.13131], [1.27028, -7.65265, 0.61333], [0.44599, -6.22854, 1.54419], [1.90927, -5.69843, -1.43133], [0.22530, -6.60062, -1.27235], [-1.33345, -5.23374, -2.07997], [0.34790, -4.79750, -2.81388], [-3.12632, -3.92293, -3.16230], [-4.64813, -2.25563, -5.22381], [-4.91342, -0.44202, -4.78080], [-6.66434, -2.63990, -4.05397], [-5.57068, -2.80348, -2.49416], [-6.71270, 0.10374, -3.59445], [-7.85331, -1.01959, -2.59342], [-5.76251, 0.96820, -1.53475], [-4.84620, -0.69103, -1.50393], [-6.76235, 2.54220, 1.32490], [-6.55462, 0.89672, 2.35135], [-8.25459, 1.68481, 2.12862], [-2.72412, 0.94603, -3.81441], [4.67114, -1.72367, 0.48617], [2.96407, -2.63707, 0.64521], [3.51272, -0.82442, 3.19779], [2.85603, -2.96958, 4.37333], [3.15165, -4.01469, 2.72447], [1.70922, -2.67289, 2.84197], [3.88779, 1.05746, 2.16258], [2.12724, 3.93548, 2.61622], [2.77388, 4.90935, 1.13816], [6.22913, 1.89600, 3.00755], [6.82230, 0.92556, 5.50504], [5.39409, 1.89002, 7.77644], [3.41544, 3.93778, 7.39082], [2.89188, 4.95476, 4.74442], [-1.08924, 3.59731, -0.07906], [1.91756, 6.10587, -1.23899], [2.67924, 4.61209, -2.11721], [1.68394, 5.16550, -4.16866], [-0.04060, 4.84406, -3.44643], [0.74801, 6.64960, -3.35798]], "atomic_forces_ev_per_a": [[0.1, -0.8, -0.2], [-0.6, -0.6, 0.1], [-0.3, -1.8, -1.8], [0.2, 0.5, -1.3], [-1.8, 3.0, -1.1], [1.6, 3.2, 0.2], [3.8, 0.1, 1.7], [1.3, -1.1, -0.6], [-1.3, 0.8, -1.4], [0.6, -0.3, 0.3], [0.1, 0.4, -1.7], [-1.0, 3.3, 0.7], [-5.2, 1.7, -2.9], [0.4, -1.1, 0.5], [7.1, -2.3, 4.1], [2.0, -3.0, 1.0], [-0.9, -3.0, 0.3], [-2.7, -0.3, -1.1], [2.2, -2.8, -0.5], [-5.2, 6.1, 1.2], [0.6, 1.6, 1.4], [-1.6, 3.9, -1.1], [0.5, 0.2, -0.4], [-2.2, -0.6, 0.4], [0.6, 1.1, 0.0], [-1.1, 0.6, -0.3], [-2.3, 0.0, -2.6], [-0.3, -3.7, -1.8], [-1.6, 0.3, -1.4], [-1.6, -1.2, 3.2], [1.3, -1.9, 4.1], [-1.4, 1.1, 2.1], [-2.9, 3.0, -1.1], [-0.5, 1.5, -4.5], [2.1, -1.8, -2.4], [2.4, -2.7, 0.1], [1.3, -3.7, 0.9], [-1.3, 0.3, 0.2], [3.0, -2.9, -0.2], [0.7, 0.3, 0.0], [0.4, -0.4, -0.2], [2.1, -0.6, 2.8], [-1.1, 2.2, -3.9], [0.6, -4.6, 6.3], [-2.4, -0.3, -0.7], [0.1, 2.6, 0.2], [1.9, -0.2, -1.9], [-1.7, -0.4, 1.5], [1.6, 1.5, 1.1], [1.7, 1.7, 0.5], [-1.5, 0.9, 1.5], [1.5, 2.4, 0.2], [0.1, 1.6, 2.0], [0.4, -2.2, 1.3], [1.7, 1.1, 1.6], [-0.5, 1.7, -1.6], [-0.1, -1.8, 1.4], [2.3, 0.7, 0.0], [-0.3, -2.2, 0.2], [-2.3, 0.9, 0.6], [-0.9, -2.4, 0.2], [-1.3, 1.4, -1.9], [1.9, -0.5, -1.5], [0.9, -2.5, 0.8], [-2.6, 0.1, 0.8], [1.3, 2.2, 0.4], [0.9, -1.7, -1.4], [-0.1, -0.3, -2.7], [-1.0, 2.1, 1.1], [2.1, -0.9, 0.7], [-1.5, 0.3, -2.0], [1.8, -0.1, -1.3], [0.4, -2.4, 1.1], [-1.5, 1.1, 2.2], [-2.2, 2.1, 0.0], [-0.8, 1.2, -2.2], [1.4, -0.9, -2.5], [1.8, -1.9, 0.5], [1.1, 1.9, -0.9], [-0.7, -2.0, -1.4], [-2.1, 1.0, 0.8], [-1.7, 0.9, 1.9], [1.9, 1.7, 0.3], [0.1, -2.4, 0.0]]}


Record 2
{"formula": "C35H40F5InNO6PS3Te", "method": "ωB97M-V with the def2-TZVPD basis set", "e_homo_ev": -8.15, "e_tot_ha": -4357.40203, "gap_ev": 8.18, "lumo_ev": 0.0, "fmax_ha_per_bohr": 0.0065, "elements": ["In", "O", "S", "C", "C", "C", "C", "S", "O", "C", "C", "C", "C", "C", "C", "C", "C", "C", "C", "C", "C", "H", "H", "H", "H", "H", "H", "H", "H", "H", "H", "H", "H", "H", "H", "H", "H", "H", "H", "O", "C", "O", "C", "P", "C", "C", "C", "C", "C", "C", "C", "C", "C", "C", "C", "C", "H", "H", "H", "H", "H", "H", "H", "H", "H", "H", "H", "H", "C", "C", "O", "C", "C", "H", "H", "H", "H", "H", "H", "H", "H", "H", "H", "S", "C", "N", "F", "Te", "F", "F", "F", "F", "O"], "xyz": [[-0.58429, -0.61949, 0.53047], [-0.61565, -0.43190, 2.73946], [0.58082, 0.04644, 3.55541], [0.37488, 1.83446, 3.73274], [-0.85454, 2.32508, 4.48546], [-2.18648, 2.04483, 3.78240], [-2.41255, 2.97248, 2.58866], [-3.02874, 2.14344, 1.10458], [-2.03869, 1.04208, 0.86289], [-4.44347, 1.33522, 1.82307], [-4.42566, -0.03547, 2.00853], [-5.55432, -0.64791, 2.53902], [-6.66680, 0.10829, 2.87601], [-6.67113, 1.48360, 2.67064], [-5.55847, 2.10502, 2.12913], [0.17723, -0.50224, 5.19690], [-1.02445, -1.14413, 5.43877], [-1.28328, -1.61342, 6.72010], [-0.34934, -1.43897, 7.73067], [0.85782, -0.80102, 7.46872], [1.13126, -0.33692, 6.19265], [0.42051, 2.17406, 2.69339], [1.30143, 2.16092, 4.21183], [-0.73399, 3.40358, 4.63005], [-0.86630, 1.88518, 5.48487], [-3.00503, 2.16299, 4.49301], [-2.20669, 1.00720, 3.44728], [-1.48700, 3.43210, 2.23649], [-3.11478, 3.78135, 2.79940], [-3.55793, -0.61402, 1.71510], [-5.56254, -1.72171, 2.67149], [-7.54434, -0.37560, 3.28431], [-7.54768, 2.06816, 2.91661], [-5.56480, 3.17196, 1.93578], [-1.72720, -1.28786, 4.62843], [-2.21649, -2.12134, 6.92497], [-0.55687, -1.80866, 8.72630], [1.59004, -0.67722, 8.25554], [2.08183, 0.13471, 5.96926], [3.38143, 0.26136, 1.61414], [2.46460, -0.20765, 0.96523], [1.31396, 0.36811, 0.79064], [2.63393, -1.57755, 0.28600], [1.14821, -2.56727, 0.63261], [1.29501, -3.17335, 2.32836], [0.24859, -3.95570, 2.82270], [0.26030, -4.37120, 4.14285], [1.30604, -4.00075, 4.98118], [2.34124, -3.21788, 4.49505], [2.33978, -2.80024, 3.16912], [1.05941, -3.99720, -0.45476], [1.79369, -5.15898, -0.22144], [1.68195, -6.22719, -1.09486], [0.83646, -6.14015, -2.19538], [0.09910, -4.98919, -2.42514], [0.20584, -3.91556, -1.55310], [3.57699, -2.03808, 0.57313], [2.62740, -1.41737, -0.79629], [-0.57712, -4.22904, 2.17411], [-0.55172, -4.97873, 4.52072], [1.30910, -4.32004, 6.01554], [3.15498, -2.92559, 5.14650], [3.14281, -2.16856, 2.80806], [2.43987, -5.22870, 0.64581], [2.24880, -7.13140, -0.91606], [0.74552, -6.98105, -2.87065], [-0.57311, -4.92763, -3.27027], [-0.38727, -3.02262, -1.72078], [2.29268, 0.63963, -2.84685], [2.63891, 1.76550, -1.90000], [1.43956, 2.36295, -1.45789], [1.65386, 3.33237, -0.46130], [0.29914, 3.84791, -0.03335], [3.20216, 0.16502, -3.21949], [1.72030, 1.01532, -3.69459], [1.67372, -0.10479, -2.34402], [3.26720, 2.51459, -2.40332], [3.20635, 1.39615, -1.03436], [2.28388, 4.14613, -0.84838], [2.17988, 2.87729, 0.38902], [-0.19595, 4.37712, -0.84777], [0.39297, 4.52300, 0.82133], [-0.32848, 2.99591, 0.23486], [-3.66585, -4.30338, 0.09575], [-2.78036, -3.01417, 0.45956], [-2.13835, -2.07789, 0.77154], [-3.49798, 0.03880, -1.46368], [-2.07095, 0.48226, -2.57607], [-2.04569, 2.19504, -1.84721], [-0.84316, 1.00993, -3.85684], [-2.28182, -1.13244, -3.46629], [-3.36690, 1.14814, -3.72146], [-0.79207, -0.18279, -1.48591]], "atomic_forces_ev_per_a": [[-0.3, 0.0, 0.1], [0.1, -0.1, 0.0], [0.0, 0.0, 0.0], [0.0, 0.0, 0.0], [0.0, 0.0, 0.0], [0.0, 0.0, 0.0], [0.0, 0.0, 0.0], [0.0, -0.1, 0.0], [0.3, 0.0, 0.0], [-0.1, 0.0, 0.0], [0.0, 0.0, 0.0], [0.0, 0.0, 0.0], [0.0, 0.0, 0.0], [0.0, 0.0, 0.0], [0.0, 0.0, 0.0], [0.0, 0.0, 0.0], [0.0, 0.0, 0.0], [0.0, 0.0, 0.0], [0.0, 0.0, 0.0], [0.0, 0.0, 0.0], [0.0, 0.0, 0.0], [0.0, 0.0, 0.0], [0.0, 0.0, 0.0], [0.0, 0.0, 0.0], [0.0, 0.0, 0.0], [0.0, 0.0, 0.0], [0.0, 0.0, 0.0], [0.0, 0.0, 0.0], [0.0, 0.0, 0.0], [-0.1, 0.0, 0.0], [0.0, 0.0, 0.0], [0.0, 0.0, 0.0], [0.0, 0.0, 0.0], [0.0, 0.0, 0.0], [0.0, 0.0, 0.0], [0.0, 0.0, 0.0], [0.0, 0.0, 0.0], [0.0, 0.0, 0.0], [0.0, 0.0, 0.0], [0.0, 0.0, 0.0], [0.0, 0.0, 0.0], [-0.1, 0.2, 0.2], [0.0, 0.0, 0.0], [0.0, 0.1, -0.1], [0.0, 0.0, 0.0], [0.0, 0.0, 0.0], [0.0, 0.0, 0.0], [0.0, 0.0, 0.0], [0.0, 0.0, 0.0], [0.0, 0.0, 0.0], [0.0, 0.0, 0.0], [0.0, 0.0, 0.0], [0.0, 0.0, 0.0], [0.0, 0.0, 0.0], [0.0, 0.0, 0.0], [0.0, 0.0, 0.0], [0.0, 0.0, 0.0], [0.0, 0.0, 0.0], [0.0, 0.0, 0.0], [0.0, 0.0, 0.0], [0.0, 0.0, 0.0], [0.0, 0.0, 0.0], [0.0, 0.0, 0.0], [0.0, 0.0, 0.0], [0.0, 0.0, 0.0], [0.0, 0.0, 0.0], [0.0, 0.0, 0.0], [0.0, 0.0, 0.0], [0.0, 0.0, 0.0], [0.0, 0.0, 0.0], [0.0, 0.0, -0.1], [0.0, 0.0, 0.1], [0.0, 0.0, 0.0], [0.0, 0.0, 0.0], [0.0, 0.0, 0.0], [0.0, 0.0, 0.0], [0.0, 0.0, 0.0], [0.0, 0.0, 0.0], [0.0, 0.0, 0.0], [0.0, 0.0, 0.0], [0.0, 0.0, 0.0], [0.0, 0.0, 0.0], [0.0, 0.0, 0.0], [0.0, 0.0, 0.0], [0.0, -0.1, 0.0], [0.0, 0.1, -0.1], [0.0, 0.0, 0.1], [0.0, 0.0, 0.0], [0.0, 0.0, 0.0], [0.0, 0.0, 0.0], [0.0, 0.0, 0.0], [0.0, 0.0, 0.0], [0.2, -0.2, -0.1]]}


Record 3
{"formula": "C35H41AlN2O6P2", "method": "ωB97M-V with the def2-TZVPD basis set", "e_homo_ev": -12.64, "e_tot_ha": -2844.18214, "gap_ev": 8.31, "lumo_ev": -4.3, "total_charge": 2, "fmax_ha_per_bohr": 0.0362, "elements": ["Al", "C", "N", "C", "C", "O", "C", "O", "C", "C", "O", "N", "C", "C", "H", "H", "H", "H", "H", "H", "H", "H", "H", "H", "H", "H", "H", "H", "H", "H", "O", "P", "C", "P", "O", "C", "C", "C", "C", "C", "C", "C", "C", "C", "C", "C", "C", "C", "C", "C", "C", "C", "C", "C", "C", "C", "C", "C", "C", "H", "H", "H", "H", "H", "H", "H", "H", "H", "H", "H", "H", "H", "H", "H", "H", "H", "H", "H", "H", "H", "H", "C", "C", "O", "H", "H", "H"], "xyz": [[-0.47862, -0.35213, 1.14263], [-3.88777, 2.64525, 0.76206], [-3.04610, 2.63769, 1.94557], [-3.25320, 3.75934, 2.86938], [-2.01748, 1.85385, 1.94791], [-1.69910, 1.18533, 0.94111], [-1.15185, 1.67669, 3.20614], [-0.80494, 0.31572, 3.25354], [-1.73248, -0.59019, 3.91399], [-2.25912, -1.51079, 2.84424], [-2.11564, -1.24585, 1.63004], [-2.91697, -2.56281, 3.26335], [-3.37438, -3.62039, 2.37102], [-3.19186, -2.76097, 4.67258], [-4.82104, 3.15599, 1.02564], [-4.13462, 1.60482, 0.49669], [-3.36383, 3.13343, -0.08056], [-4.06278, 3.60528, 3.55267], [-3.48728, 4.67126, 2.33297], [-2.39321, 3.90939, 3.51972], [-1.67349, 1.90784, 4.16420], [-0.25660, 2.29888, 3.15748], [-2.51367, -0.00010, 4.42571], [-1.14018, -1.17837, 4.63713], [-2.89696, -4.57130, 2.59692], [-3.25546, -3.27025, 1.37255], [-4.41663, -3.75933, 2.61406], [-2.27981, -3.01018, 5.18465], [-3.90724, -3.56174, 4.86949], [-3.67923, -1.89241, 5.11745], [0.82733, 0.92922, 0.82851], [1.64009, 1.27529, -0.38678], [1.91453, -0.25578, -1.32884], [0.40957, -1.25946, -1.68714], [-0.66000, -0.83637, -0.67938], [0.81057, -2.97340, -1.44357], [-0.01122, -3.75576, -0.63790], [0.30897, -5.09646, -0.42849], [1.44165, -5.63853, -1.00408], [2.25794, -4.84714, -1.77850], [1.92865, -3.52346, -2.05334], [-0.04175, -0.94956, -3.36363], [-0.70745, -1.96273, -4.06309], [-0.96911, -1.78652, -5.39528], [-0.50072, -0.64068, -6.06044], [0.17652, 0.34792, -5.38942], [0.42268, 0.17509, -4.05007], [3.29746, 1.90900, -0.06762], [4.44370, 1.38262, -0.63169], [5.64660, 1.98590, -0.34239], [5.68785, 3.14254, 0.45850], [4.51726, 3.65306, 1.03553], [3.32343, 3.05131, 0.75138], [0.79290, 2.49818, -1.34085], [-0.54051, 2.22940, -1.68253], [-1.29607, 3.08359, -2.51215], [-0.66227, 4.23281, -2.95686], [0.63708, 4.56068, -2.62892], [1.39968, 3.68429, -1.83714], [2.50490, -0.89437, -0.65737], [2.50185, -0.09312, -2.22180], [-0.95843, -3.44118, -0.22271], [-0.34252, -5.69415, 0.22315], [1.75744, -6.65945, -0.88124], [3.13506, -5.26559, -2.17033], [2.56396, -2.89314, -2.67034], [-1.03999, -2.91354, -3.54141], [-1.53030, -2.55047, -5.95465], [-0.61478, -0.48105, -7.12856], [0.56159, 1.17799, -5.99179], [1.09843, 0.85766, -3.54668], [4.38746, 0.51479, -1.24994], [6.53681, 1.60215, -0.82767], [6.64041, 3.62768, 0.69027], [4.65184, 4.51941, 1.63292], [2.44946, 3.48502, 1.12623], [-1.01970, 1.36222, -1.23138], [-2.33837, 2.95087, -2.76848], [-1.24889, 4.91107, -3.58397], [1.03207, 5.49843, -2.99491], [2.44172, 3.93546, -1.58391], [2.13580, -2.07998, 1.87702], [0.68607, -1.81153, 2.10265], [0.13269, -2.45488, 2.97343], [2.55093, -2.83820, 2.58203], [2.72189, -1.15308, 2.10921], [2.31881, -2.30799, 0.83610]], "atomic_forces_ev_per_a": [[-0.5, -0.3, -0.1], [-0.5, -0.3, -0.5], [-1.0, 1.4, 0.0], [0.5, -0.2, 0.6], [1.3, -0.2, 0.6], [-0.1, -0.5, 0.2], [-1.2, 0.3, 0.9], [0.5, -0.7, -0.2], [0.9, 0.8, 0.0], [-0.6, -0.7, 0.6], [0.8, 0.0, -0.4], [-0.4, -0.4, 0.1], [-0.4, 0.3, 0.8], [-0.4, 0.1, 0.6], [0.3, 0.0, -0.3], [0.2, 0.5, -0.1], [-0.4, -0.2, 0.3], [-0.8, -0.5, 0.2], [0.3, 0.0, -0.3], [0.2, 0.1, -0.3], [0.2, 0.2, -0.8], [0.1, -0.2, -0.1], [0.2, -0.4, -0.2], [-0.4, 0.4, -0.3], [0.4, 0.1, -0.2], [0.1, -0.2, -0.8], [-0.5, -0.1, -0.3], [0.4, -0.1, 0.5], [0.2, -0.1, -0.6], [0.3, 0.2, 0.0], [0.0, -0.4, 1.1], [1.4, 0.3, -1.1], [-0.4, -0.6, 0.2], [0.2, 0.7, 0.4], [0.0, 0.0, 0.6], [-0.4, 0.2, -0.1], [-0.2, -1.0, 0.0], [-0.5, -0.1, 0.5], [0.1, 0.0, 0.1], [-0.6, 1.1, -0.3], [0.4, -0.1, 0.4], [0.4, -0.3, -0.5], [-0.7, -1.0, 1.1], [-0.3, -0.1, -1.4], [-0.5, -0.4, -0.3], [0.3, 0.2, -0.6], [0.7, 0.1, 0.8], [-1.4, 0.3, 0.5], [-0.3, 0.3, 0.6], [0.6, 1.0, -0.1], [0.1, -0.7, 0.0], [1.5, -0.5, -0.9], [0.9, -0.8, -0.6], [-0.2, 1.1, -1.1], [-1.0, 0.1, 0.0], [1.3, -0.1, 0.9], [-0.9, 0.4, -0.6], [0.7, -0.6, 0.5], [-0.2, 0.0, 0.0], [0.0, 0.2, -0.1], [0.1, 0.1, -0.2], [0.2, 0.6, 0.1], [0.3, 0.2, -0.4], [-0.3, -0.3, 0.3], [1.1, -0.4, -0.6], [0.0, -0.2, 0.0], [0.5, 1.3, -0.7], [0.4, 0.4, 0.3], [-0.3, -0.4, 0.1], [-0.1, -0.2, 0.6], [-0.3, 0.2, 0.0], [0.2, -0.4, -0.3], [0.1, 0.1, 0.3], [-0.3, -0.2, -0.2], [-0.4, 0.6, 0.5], [-1.4, 0.4, 0.5], [0.1, 0.2, -0.4], [0.1, -0.4, 0.1], [0.3, -0.1, 0.2], [0.2, -0.1, 0.1], [-0.6, -0.2, -0.2], [1.4, 0.6, 1.1], [-0.1, 0.7, -0.9], [-0.7, -0.4, 0.7], [-0.5, 0.2, -0.7], [-0.5, -0.4, -0.3], [0.2, -0.4, -0.3]]}